<P>
ORCA calculation (ωB97M-V with the def2-TZVPD basis set) on the molecule C7H7N.

* charge: 0
* LUMO energy: 1.07 eV
* spin multiplicity: 1
* HOMO-LUMO gap: 9.68 eV
* HOMO: -8.6 eV

Geometry as XYZ:
```
15
Properties=species:S:1:pos:R:3:mulliken_charge:R:1
C -1.96811 -0.80178 -0.02971 -0.259
C -0.53717 0.69574 0.00909 0.191
C 0.60953 1.46285 0.04325 -0.864
C 1.88192 0.69834 0.00149 -0.238
C 1.98562 -0.66877 -0.05703 -0.454
C 0.77881 -1.39003 0.08545 -0.607
C -0.42307 -0.69183 0.03260 0.551
H -2.46628 -1.14386 0.91433 0.234
H -2.40528 -1.25819 -0.91135 0.223
H -2.45312 1.17124 0.62905 0.269
H 0.66978 2.49358 0.02040 0.477
H 2.82238 1.26062 -0.08145 0.303
H 2.94132 -1.17992 -0.11356 0.374
H 0.76813 -2.50976 0.03936 0.305
N -1.97745 0.76274 -0.14394 -0.504
```

---

<Q>
ORCA calculation (ωB97M-V with the def2-TZVPD basis set) on C7H7N as an isolated structure.

* charge: 0
* LUMO energy: 0.51 eV
* spin multiplicity: 1
* HOMO-LUMO gap: 8.78 eV
* HOMO: -8.3 eV

Geometry as XYZ:
```
15
Properties=species:S:1:pos:R:3:mulliken_charge:R:1
C 0.06777 -2.60977 -1.98346 -0.520
C -0.07266 -1.76039 -1.09448 -0.907
C 0.12006 -0.90853 -0.16495 0.734
C -0.19423 -0.77573 1.17120 -0.402
C 0.13421 0.73130 1.37520 0.062
C -0.77198 1.28957 0.22506 -0.541
C 0.59293 0.65406 -0.50262 -0.413
H 0.01605 -3.15684 -2.88005 0.437
H -0.90807 -1.48889 1.87303 0.253
H -0.04896 1.10683 2.36410 0.485
H -1.68354 0.68805 -0.22338 0.226
H -0.80412 2.33954 0.22678 0.352
H 0.92093 0.92915 -1.50132 0.450
H 1.37908 1.94360 0.43084 0.295
N 1.25254 1.01806 0.68405 -0.510
```

---

Stability, highest: <P>

---

<P>
ORCA calculation (ωB97M-V with the def2-TZVPD basis set) on the molecule C7H11N.

* charge: 0
* LUMO energy: 0.95 eV
* spin multiplicity: 1
* HOMO-LUMO gap: 9.04 eV
* HOMO: -8.1 eV

Geometry as XYZ:
```
19
Properties=species:S:1:pos:R:3:mulliken_charge:R:1
C -0.85210 -0.55361 -0.08083 0.417
C 0.25034 -1.54054 -0.16499 -0.840
C 1.46220 -0.79102 0.06272 -0.434
C 1.77077 0.60385 -0.18115 -0.198
C 0.45056 1.47668 0.18962 -0.768
C -0.29851 0.60469 -0.82822 -0.411
C -1.72426 0.15149 -0.89239 -0.430
H -0.13850 0.08723 1.74776 0.318
H -1.79268 -0.41703 2.00373 0.218
H 0.45320 -1.67918 -1.26927 0.397
H 0.14551 -2.18912 0.83643 0.324
H 2.46344 -1.29691 0.30541 0.289
H 2.81673 0.95559 -0.33849 0.401
H -0.24592 1.45702 1.16333 0.325
H 0.66876 2.64129 -0.11492 0.281
H 0.24019 -0.10215 -1.57746 0.308
H -2.20962 -0.07718 -1.96826 0.211
H -2.40743 0.58115 -0.19186 0.307
N -1.05270 0.08776 1.29883 -0.713
```

---

<Q>
ORCA calculation (ωB97M-V with the def2-TZVPD basis set) on the molecule C7H11N.

* charge: 0
* LUMO energy: 1.10 eV
* spin multiplicity: 1
* HOMO-LUMO gap: 8.73 eV
* HOMO: -7.6 eV

Geometry as XYZ:
```
19
Properties=species:S:1:pos:R:3:mulliken_charge:R:1
C -3.86232 -0.90511 0.16931 -0.888
C -2.77266 -0.15128 0.05011 0.150
N -1.61525 -0.25167 0.77351 -0.214
C -0.51309 0.70187 0.81984 -0.738
C 3.92546 0.26960 -0.87036 -0.596
C 2.73618 -0.30820 -1.05594 -0.394
C 1.49688 0.37357 -0.62789 -0.363
C 0.76175 0.01177 0.41360 -0.042
H -3.98278 -1.77203 0.79796 0.252
H -4.81652 -0.60643 -0.23742 0.234
H -2.74950 0.68798 -0.63722 0.234
H -1.47196 -1.04793 1.37118 0.175
H -0.68919 1.63277 0.28748 0.438
H -0.43732 0.91705 1.89272 0.244
H 3.92102 1.35418 -0.77807 0.236
H 4.91846 -0.15415 -0.82717 0.274
H 2.74085 -1.32098 -1.44921 0.324
H 1.23618 1.24347 -1.23100 0.335
H 1.17379 -0.67449 1.13855 0.340
```

---

Stability, highest: <Q>

---

<P>
ORCA calculation (ωB97M-V with the def2-TZVPD basis set) on a 2-piece molecular cluster, C7H11N overall.

* charge: 0
* LUMO energy: 0.73 eV
* spin multiplicity: 1
* HOMO-LUMO gap: 9.12 eV
* HOMO: -8.4 eV

Geometry as XYZ:
```
19
Properties=species:S:1:pos:R:3:mulliken_charge:R:1
C -0.80405 2.45745 -2.13708 -0.837
C -0.64841 0.14131 0.66400 -0.164
C -1.12564 -1.28550 0.65394 -0.836
C -0.09958 -2.17323 0.86189 -0.091
C 1.17602 -1.85182 0.72545 -0.258
C 1.56084 -0.62952 0.54045 -0.107
C 0.70218 0.41755 0.59817 -0.257
H -0.93944 2.12648 -0.14849 0.142
H -0.45716 0.68018 -1.03810 0.325
H -0.67830 1.71277 -3.00092 0.294
H -1.83269 2.87473 -1.94988 0.240
H -0.04113 3.25242 -2.28156 0.244
H -1.23955 1.12909 1.02345 0.244
H -2.17123 -1.42761 0.79453 0.377
H -0.28682 -3.36316 0.91391 0.168
H 1.83766 -2.80422 0.77239 0.210
H 2.64616 -0.37642 0.41030 0.260
H 1.12825 1.40006 0.35615 0.402
N -0.36199 1.76261 -1.04182 -0.355
```

---

<Q>
ORCA calculation (ωB97M-V with the def2-TZVPD basis set) on C7H11N as an isolated structure.

* charge: 0
* LUMO energy: -0.82 eV
* spin multiplicity: 1
* HOMO-LUMO gap: 5.73 eV
* HOMO: -6.5 eV

Geometry as XYZ:
```
19
Properties=species:S:1:pos:R:3:mulliken_charge:R:1
C -0.09237 1.08052 -2.19512 -1.245
C 0.97286 1.04398 -1.08713 -0.398
C 0.49028 0.16595 -0.00158 0.316
C 0.39321 -1.38887 -0.05457 0.080
N -0.63331 -1.92550 -0.83818 -0.799
C 0.20450 -1.10216 1.42045 -0.382
C -0.00757 0.29496 1.29014 0.201
C -1.00472 1.19016 1.92406 -1.338
H -0.16554 0.09668 -2.65654 0.420
H 0.13803 1.84818 -2.93285 0.355
H -1.08269 1.25533 -1.75722 0.315
H 1.90018 0.62362 -1.48899 0.271
H 1.21445 2.04203 -0.70573 0.316
H 1.34171 -1.87690 -0.27204 0.397
H -1.53960 -1.55857 -0.51254 0.184
H 0.65084 -1.59533 2.28547 0.294
H -0.84664 2.21576 1.61002 0.352
H -0.89480 1.21864 3.00508 0.372
H -1.98106 0.85277 1.60856 0.288
```

---

Stability, highest: <P>

---

<P>
ORCA calculation (ωB97M-V with the def2-TZVPD basis set) on a 2-piece molecular cluster, C3H10NO overall.

* charge: +1
* LUMO energy: -4.25 eV
* spin multiplicity: 1
* HOMO-LUMO gap: 7.16 eV
* HOMO: -11.4 eV

Geometry as XYZ:
```
15
Properties=species:S:1:pos:R:3:mulliken_charge:R:1
C -1.51276 -2.57544 -3.27885 -0.705
N -2.79789 -1.93789 -3.92991 -0.418
H -0.85989 -1.78084 -3.03731 0.338
H -1.66170 -3.11383 -2.38784 0.335
H -1.06813 -3.26354 -4.03691 0.321
H -3.17876 -1.11510 -3.34652 0.386
H -3.47901 -2.73364 -4.10810 0.382
H -2.61690 -1.46644 -4.80700 0.361
O 1.25708 2.30296 2.76120 -0.474
C 1.67538 2.24635 3.88849 0.188
C 3.05987 2.82733 4.32814 -0.815
H 1.13968 1.76539 4.75201 0.287
H 2.92779 3.23868 5.41930 0.262
H 3.29728 3.50504 3.53993 0.272
H 3.81795 2.10097 4.24337 0.281
```

---

<Q>
ORCA calculation (ωB97M-V with the def2-TZVPD basis set) on a 2-piece molecular cluster, C3H10NO overall.

* charge: +1
* LUMO energy: -3.63 eV
* spin multiplicity: 1
* HOMO-LUMO gap: 9.22 eV
* HOMO: -12.9 eV

Geometry as XYZ:
```
15
Properties=species:S:1:pos:R:3:mulliken_charge:R:1
C 0.49114 0.25247 -2.02956 -0.662
N -0.88195 -0.29406 -1.62607 -0.189
H 0.34805 1.11755 -2.64284 0.317
H 1.21494 0.42224 -1.09615 0.229
H 1.11368 -0.42151 -2.55410 0.328
H -1.48374 0.44864 -1.96227 0.387
H -0.88419 -0.39274 -0.59829 0.255
H -1.26005 -1.05964 -2.16221 0.371
C 0.96241 0.76537 2.06341 -0.767
C 0.13532 -0.25595 2.28160 0.094
O -0.96070 -0.50122 1.46916 -0.549
H 1.89807 0.70188 2.60356 0.264
H 0.59894 1.35893 1.21678 0.293
H 0.15024 -0.92671 3.12004 0.292
H -1.44216 -1.21525 1.91695 0.338
```

---

Stability, highest: <P>

---

<P>
ORCA calculation (ωB97M-V with the def2-TZVPD basis set) on a 2-piece molecular cluster, C3H10NO overall.

* charge: +1
* LUMO energy: -8.24 eV
* spin multiplicity: 1
* HOMO-LUMO gap: 3.61 eV
* HOMO: -11.9 eV

Geometry as XYZ:
```
15
Properties=species:S:1:pos:R:3:mulliken_charge:R:1
C 0.83436 -0.76181 0.23931 -0.378
O -0.27157 0.25510 0.23824 -0.373
C 0.89300 -1.45230 -1.04171 0.232
C 1.23015 -0.66514 -2.23618 -0.857
N -2.13471 2.01362 2.39442 -0.562
H 0.57992 -1.37607 1.10774 0.307
H 1.71109 -0.14033 0.42270 0.316
H -0.94473 -0.10326 -0.36751 0.308
H 0.62436 -2.50909 -1.07053 0.361
H 1.59713 -1.31194 -3.03514 0.359
H 0.36495 -0.13263 -2.64507 0.346
H 1.98285 0.08327 -1.98648 0.360
H -2.04857 2.07567 3.38930 0.195
H -1.30990 1.76780 1.88652 0.195
H -2.80958 2.60221 1.94886 0.190
```

---

<Q>
ORCA calculation (ωB97M-V with the def2-TZVPD basis set) on a 2-piece molecular cluster, C3H10NO overall.

* charge: +1
* LUMO energy: -5.10 eV
* spin multiplicity: 1
* HOMO-LUMO gap: 10.06 eV
* HOMO: -15.2 eV

Geometry as XYZ:
```
15
Properties=species:S:1:pos:R:3:mulliken_charge:R:1
C -0.03982 2.78305 0.22840 -0.101
N 0.58864 1.84255 0.81603 -0.120
H 0.51641 3.68311 -0.00122 0.272
H -1.07102 2.58847 -0.03599 0.280
H 0.32891 0.80162 0.71518 0.353
H 1.56477 2.01931 1.04010 0.306
C 0.14237 -1.79819 0.00713 -0.168
O -0.43172 -0.50862 0.40256 -0.597
C -0.20819 -2.07532 -1.44484 -1.041
H 1.21686 -1.65760 0.13063 0.226
H -0.14871 -2.59519 0.68873 0.348
H -1.20126 -0.65615 0.96892 0.306
H -0.10337 -3.13535 -1.66057 0.353
H -1.28158 -1.87977 -1.54625 0.288
H 0.32364 -1.42547 -2.13329 0.297
```

---

Stability, highest: <Q>

---

<P>
ORCA calculation (ωB97M-V with the def2-TZVPD basis set) on a 2-piece molecular cluster, C3H10NO overall.

* charge: +1
* LUMO energy: -5.51 eV
* spin multiplicity: 1
* HOMO-LUMO gap: 9.07 eV
* HOMO: -14.6 eV

Geometry as XYZ:
```
15
Properties=species:S:1:pos:R:3:mulliken_charge:R:1
C -2.24440 0.59797 -1.50695 -0.561
O -0.91053 0.01993 -1.36042 -0.599
H -2.24564 1.64256 -1.83806 0.284
H -2.68099 0.10928 -2.29663 0.276
H -2.70846 0.72413 -0.53033 0.262
H -0.61177 -0.20197 -2.27518 0.295
C 2.18478 0.22044 0.40483 -0.652
C 0.39200 -0.68567 2.01561 -0.078
N 0.82681 -0.35661 0.85583 0.025
H 2.13090 1.28433 0.55054 0.329
H 2.48332 0.14116 -0.66596 0.256
H 2.79072 -0.24311 1.16263 0.337
H 0.88956 -1.35416 2.65136 0.305
H -0.54571 -0.35512 2.47368 0.260
H 0.00034 -0.20677 0.17960 0.262
```

---

<Q>
ORCA calculation (ωB97M-V with the def2-TZVPD basis set) on a 2-piece molecular cluster, C3H10NO overall.

* charge: +1
* LUMO energy: -4.84 eV
* spin multiplicity: 1
* HOMO-LUMO gap: 10.74 eV
* HOMO: -15.6 eV

Geometry as XYZ:
```
15
Properties=species:S:1:pos:R:3:mulliken_charge:R:1
C 2.15918 -0.53898 -0.49224 -0.652
O 1.60167 0.80446 -0.35306 -0.575
H 1.36961 -1.19177 -0.83216 0.283
H 2.50257 -0.86105 0.48412 0.323
H 2.92313 -0.48187 -1.25964 0.275
H 2.32911 1.20234 0.13681 0.330
C -1.77531 -0.07019 1.28626 -0.880
C -1.31923 0.25785 -1.01417 -0.120
N -0.89072 0.33796 0.18397 0.027
H -2.74713 0.41766 1.20673 0.350
H -1.91175 -1.14661 1.31653 0.344
H -1.35389 0.33843 2.19534 0.344
H -2.39686 0.30333 -1.14899 0.267
H -0.67406 0.25832 -1.88213 0.284
H 0.18368 0.37011 0.17263 0.401
```

---

Stability, highest: <Q>

---

<P>
ORCA calculation (ωB97M-V with the def2-TZVPD basis set) on a 2-piece molecular cluster, C3H10NO overall.

* charge: +1
* LUMO energy: -3.38 eV
* spin multiplicity: 1
* HOMO-LUMO gap: 11.81 eV
* HOMO: -15.2 eV

Geometry as XYZ:
```
15
Properties=species:S:1:pos:R:3:mulliken_charge:R:1
C -0.94244 -2.65583 -0.21424 -0.530
O 0.05995 -1.55942 -0.05273 -0.623
H -1.31666 -2.58001 -1.22291 0.292
H -0.47639 -3.59363 0.05569 0.259
H -1.71993 -2.37998 0.49260 0.255
H 0.75618 -1.80878 -0.68458 0.313
C 0.27784 1.59811 0.75470 -0.020
C 1.15254 2.58231 0.74707 -0.553
N -0.18735 1.01847 -0.55375 -0.216
H 0.34608 0.85452 1.52838 0.321
H 1.59154 2.82461 1.69916 0.259
H 1.37252 3.14975 -0.15703 0.216
H -1.18986 1.11970 -0.72507 0.363
H 0.32086 1.46688 -1.31130 0.355
H -0.04488 -0.03671 -0.35599 0.309
```

---

<Q>
ORCA calculation (ωB97M-V with the def2-TZVPD basis set) on a 2-piece molecular cluster, C3H10NO overall.

* charge: +1
* LUMO energy: -6.42 eV
* spin multiplicity: 1
* HOMO-LUMO gap: 7.85 eV
* HOMO: -14.3 eV

Geometry as XYZ:
```
15
Properties=species:S:1:pos:R:3:mulliken_charge:R:1
C 1.39353 0.37359 -2.47384 -0.542
O 0.79186 0.98373 -1.28124 -0.484
H 1.26747 -0.71023 -2.61790 0.248
H 0.92194 0.72087 -3.49140 0.254
H 2.42918 0.69955 -2.50436 0.276
H 0.87360 1.91265 -1.17418 0.282
C -0.55063 -1.36334 2.03749 -0.760
C -1.42805 0.65862 1.10090 -0.148
N -0.85218 -0.46748 0.84950 -0.016
H 0.49602 -1.67943 1.91699 0.328
H -1.29126 -2.17523 2.30302 0.297
H -0.57247 -0.64566 2.83228 0.363
H -2.54283 0.68647 1.39767 0.313
H -0.81007 1.62570 1.04537 0.282
H -0.12610 -0.61981 0.05969 0.308
```

---

Stability, highest: <P>

---

<P>
ORCA calculation (ωB97M-V with the def2-TZVPD basis set) on a 2-piece molecular cluster, C3H10NO overall.

* charge: +1
* LUMO energy: -5.71 eV
* spin multiplicity: 1
* HOMO-LUMO gap: 8.03 eV
* HOMO: -13.7 eV

Geometry as XYZ:
```
15
Properties=species:S:1:pos:R:3:mulliken_charge:R:1
C 0.49833 -2.31041 1.35663 -0.068
N -0.71369 -1.99310 1.53044 -0.095
H 1.10278 -2.46046 2.24990 0.275
H 0.83161 -2.76005 0.42537 0.286
H -1.42779 -1.92785 0.80463 0.298
H -1.12905 -1.52758 2.33931 0.276
C 0.62813 1.16248 -0.55292 -0.116
O -0.30911 0.91723 0.54400 -0.540
C -0.08100 1.70297 -1.78207 -1.045
H 1.17683 2.07620 -0.25647 0.252
H 0.96317 0.15876 -0.76424 0.237
H -0.69359 1.76940 0.76606 0.294
H -1.14169 1.41515 -1.88881 0.314
H 0.11601 2.71502 -2.10456 0.324
H 0.17908 1.06222 -2.66727 0.306
```

---

<Q>
ORCA calculation (ωB97M-V with the def2-TZVPD basis set) on a 2-piece molecular cluster, C3H10NO overall.

* charge: +1
* LUMO energy: -7.55 eV
* spin multiplicity: 1
* HOMO-LUMO gap: 7.70 eV
* HOMO: -15.2 eV

Geometry as XYZ:
```
15
Properties=species:S:1:pos:R:3:mulliken_charge:R:1
C 1.08464 -0.15911 -1.15951 -0.343
O 0.88271 1.22706 -1.06406 -0.445
C 0.46343 -0.87878 -0.08209 -0.129
C 0.63827 -0.46873 1.28920 -0.672
N -1.90111 0.85750 0.01520 -0.650
H 0.76638 -0.51220 -2.15360 0.338
H 2.17721 -0.31248 -1.08798 0.346
H -0.00336 1.41702 -0.68342 0.450
H 0.20440 -1.92949 -0.23621 0.404
H 1.15222 -1.31330 1.76485 0.369
H -0.28084 -0.25686 1.84255 0.319
H 1.26493 0.41727 1.32724 0.332
H -2.24353 0.99657 0.95381 0.232
H -1.54325 -0.07428 -0.08905 0.206
H -2.66209 0.98979 -0.63692 0.244
```

---

Stability, highest: <P>